This record from OMol25 describes C42H42N4O3P2RuS as an isolated structure in a non-equilibrium geometry. The level of theory is wB97M-V/def2-TZVPD.

Expectation value of S²: 8.77
E_LUMO (alpha / beta), eV: -7.3 / -10.3
Maximum force, eV Å⁻¹: 2.8
HOMO level (alpha / beta), eV: -15.7729 / -16.3441

Geometry as ORCA input:
```
! RIJCOSX wB97M-V def2-TZVPD def2/J DEFGRID3
* xyz 3 6
Ru 0.393 0.190 0.437
O -1.907 -2.112 -2.014
S -1.323 -1.978 -0.695
C -2.591 -2.355 0.548
C -3.553 -3.325 0.331
C -4.400 -3.679 1.371
C -4.315 -3.032 2.596
C -3.419 -1.992 2.781
C -2.537 -1.658 1.752
P -1.492 -0.173 1.884
C -0.285 -0.377 3.230
C 0.272 0.783 3.795
C 1.075 0.681 4.916
C 1.391 -0.570 5.431
C 0.934 -1.723 4.802
C 0.095 -1.637 3.707
C -2.707 1.090 2.359
C -2.782 1.718 3.602
C -3.786 2.646 3.824
C -4.684 2.979 2.822
C -4.621 2.335 1.593
C -3.632 1.401 1.354
C -0.269 -3.455 -0.435
C -0.765 -4.745 -0.414
C 0.114 -5.810 -0.252
C 1.476 -5.582 -0.122
C 1.976 -4.290 -0.169
C 1.101 -3.219 -0.339
P 1.685 -1.515 -0.555
C 3.444 -1.540 -0.143
C 3.781 -1.403 1.208
C 5.104 -1.512 1.590
C 6.086 -1.724 0.630
C 5.749 -1.833 -0.714
C 4.428 -1.734 -1.109
C 1.651 -1.253 -2.350
C 2.080 0.002 -2.791
C 2.283 0.223 -4.140
C 2.058 -0.801 -5.052
C 1.594 -2.034 -4.618
C 1.373 -2.261 -3.269
H -3.645 -3.775 -0.646
H -5.131 -4.456 1.215
H -4.977 -3.317 3.400
H -3.404 -1.443 3.712
H 0.020 1.757 3.390
H 1.445 1.573 5.398
H 1.990 -0.648 6.325
H 1.219 -2.692 5.182
H -0.296 -2.532 3.241
H -2.097 1.466 4.399
H -3.866 3.107 4.795
H -5.430 3.740 3.002
H -5.334 2.572 0.820
H -3.565 0.901 0.393
H -1.821 -4.932 -0.524
H -0.276 -6.817 -0.233
H 2.152 -6.417 -0.001
H 3.040 -4.114 -0.098
H 2.991 -1.227 1.939
H 5.376 -1.429 2.632
H 7.121 -1.793 0.924
H 6.512 -1.996 -1.460
H 4.157 -1.826 -2.151
H 2.285 0.783 -2.064
H 2.653 1.178 -4.483
H 2.253 -0.638 -6.101
H 1.423 -2.830 -5.327
H 1.013 -3.221 -2.934
N 1.165 2.505 0.465
C -0.051 3.292 0.295
C 0.148 4.710 -0.270
C 0.599 4.841 -1.738
C -0.529 5.177 -2.737
N -1.269 4.012 -3.181
C -0.897 3.146 -4.112
N 0.165 3.361 -4.899
N -1.575 2.006 -4.236
C -1.061 2.497 -0.627
O -2.146 3.009 -0.836
O -0.619 1.419 -1.104
H 1.692 2.793 1.289
H 1.771 2.635 -0.347
H -0.541 3.380 1.271
H 0.891 5.192 0.372
H -0.796 5.241 -0.138
H 1.098 3.930 -2.085
H 1.319 5.660 -1.789
H -0.106 5.697 -3.602
H -1.253 5.851 -2.276
H -2.031 3.731 -2.566
H 0.600 4.270 -4.937
H 0.289 2.788 -5.719
H -2.368 1.809 -3.648
H -1.371 1.347 -4.967
*
```

This record from OMol25 describes a 2-piece molecular cluster, C2H8NOPS overall in a non-equilibrium geometry. The level of theory is wB97M-V/def2-TZVPD.

E_LUMO (alpha / beta), eV: -1.5 / -0.3
Relative energy (zero: lowest compared OMol25 entry of this formula, charge and spin), kcal/mol: 139.6
Maximum force, eV Å⁻¹: 8.1
HOMO level (alpha / beta), eV: -7.4946 / -8.7181

Geometry as ORCA input:
```
! RIJCOSX wB97M-V def2-TZVPD def2/J DEFGRID3
* xyz 0 1
C -1.292 -0.815 -0.399
C -0.189 -1.611 0.293
N 1.079 -0.783 0.226
O 0.153 2.337 1.147
P 0.173 2.818 -0.185
S 1.481 0.206 1.453
H -1.353 0.141 0.106
H -1.010 -0.576 -1.470
H -2.067 -1.522 -0.553
H -0.392 -1.708 1.349
H -0.078 -2.580 -0.148
H 1.744 -0.719 -0.616
H 0.198 1.565 -0.952
H 1.552 3.249 -0.250
*
```

This record from OMol25 describes C27H32Cl47F10N2O as an isolated structure in a non-equilibrium geometry. The level of theory is wB97M-V/def2-TZVPD.

E_LUMO, eV: -2.1
Relative energy (zero: lowest compared OMol25 entry of this formula, charge and spin), kcal/mol: 0.0
Maximum force, eV Å⁻¹: 1.7
HOMO level, eV: -11.2261

Geometry as ORCA input:
```
! RIJCOSX wB97M-V def2-TZVPD def2/J DEFGRID3
* xyz 1 1
C 0.077 2.288 4.896
C 0.519 1.636 3.575
Cl 0.082 2.670 2.190
C 0.256 0.120 3.417
Cl 0.731 -0.596 4.964
N -1.089 -0.447 2.926
C -0.968 -1.999 2.901
C -1.253 -2.838 4.152
C -0.214 -3.966 4.249
C -0.177 -4.884 3.018
N 0.976 -4.669 2.121
C -1.276 -0.103 1.465
O -0.111 -0.560 0.834
C -0.047 -0.291 -0.510
F 1.055 -0.829 -0.962
F -0.062 1.011 -0.760
F -1.110 -0.828 -1.139
C -2.313 0.062 3.657
F -2.352 1.390 3.520
F -2.149 -0.210 4.943
C -3.744 -0.472 3.227
F -3.748 -1.807 3.100
F -4.504 -0.155 4.290
C -4.468 0.157 1.951
F -5.715 0.427 2.263
F -3.875 1.264 1.508
F -4.444 -0.752 0.968
H 0.883 2.240 5.623
H -0.831 1.865 5.307
H -0.120 3.340 4.707
H 1.604 1.690 3.597
H 1.011 -0.296 2.761
H -1.617 -2.351 2.105
H 0.038 -2.206 2.549
H -2.225 -3.319 4.082
H -1.236 -2.292 5.084
H 0.775 -3.566 4.474
H -0.511 -4.570 5.107
H -0.112 -5.912 3.368
H -1.102 -4.800 2.447
H 1.667 -4.052 2.529
H 0.709 -4.268 1.231
H -2.126 -0.677 1.108
H -1.469 0.950 1.311
C -1.894 2.272 -3.257
Cl -3.612 2.597 -3.453
Cl -1.116 1.990 -4.810
Cl -1.070 3.549 -2.363
H -1.791 1.363 -2.679
C -6.659 4.199 -6.136
Cl -7.412 3.064 -7.254
Cl -6.611 3.525 -4.506
Cl -5.042 4.651 -6.678
H -7.271 5.090 -6.103
C 4.773 1.953 3.651
Cl 3.603 3.198 3.194
Cl 5.399 2.226 5.266
Cl 4.044 0.342 3.527
H 5.594 2.003 2.948
C 3.080 2.049 -1.952
Cl 4.718 1.503 -2.269
Cl 2.905 2.599 -0.281
Cl 2.595 3.318 -3.077
H 2.413 1.212 -2.100
C 0.964 4.914 8.023
Cl 1.950 5.220 6.594
Cl -0.717 4.625 7.564
Cl 1.600 3.555 8.947
H 0.996 5.795 8.649
C 0.221 -8.875 5.448
Cl 1.149 -9.099 3.970
Cl 1.278 -8.655 6.837
Cl -0.877 -7.494 5.277
H -0.381 -9.758 5.613
C 3.029 -5.932 -0.720
Cl 3.390 -5.622 0.980
Cl 2.127 -7.431 -0.914
Cl 2.147 -4.572 -1.430
H 3.959 -6.034 -1.261
C 5.418 4.199 -5.664
Cl 6.430 3.037 -4.805
Cl 6.336 5.634 -6.107
Cl 4.682 3.456 -7.084
H 4.623 4.500 -4.996
C -10.440 5.625 -4.112
Cl -9.696 5.458 -5.707
Cl -9.297 5.190 -2.842
Cl -11.052 7.258 -3.878
H -11.275 4.941 -4.064
C -1.153 -2.811 -3.260
Cl -0.166 -3.768 -2.149
Cl -0.198 -1.555 -4.044
Cl -1.946 -3.817 -4.461
H -1.926 -2.322 -2.682
C 0.201 7.238 -0.397
Cl 0.979 8.102 0.926
Cl 0.007 5.525 0.007
Cl -1.350 7.958 -0.804
H 0.843 7.300 -1.265
C 6.642 6.787 -10.295
Cl 7.894 7.693 -11.143
Cl 7.284 5.276 -9.654
Cl 5.923 7.764 -9.013
H 5.864 6.546 -11.005
C -4.801 -1.928 -5.818
Cl -6.452 -1.330 -5.952
Cl -4.191 -2.470 -7.378
Cl -3.743 -0.694 -5.128
H -4.803 -2.776 -5.147
C 3.721 -7.121 -4.770
Cl 3.479 -8.846 -4.531
Cl 2.192 -6.249 -4.703
Cl 4.864 -6.476 -3.580
H 4.154 -6.972 -5.749
C 5.696 -4.268 4.311
Cl 4.137 -5.022 3.958
Cl 5.627 -2.546 3.927
Cl 6.156 -4.532 5.987
H 6.444 -4.722 3.676
*
```

This record from OMol25 describes C43H35N10O4S3Ti as an isolated structure. The level of theory is wB97M-V/def2-TZVPD.

E_LUMO, eV: -9.3
Relative energy (zero: lowest compared OMol25 entry of this formula, charge and spin), kcal/mol: 10.5
Maximum force, eV Å⁻¹: 0.4
HOMO level, eV: -15.0137

Geometry as ORCA input:
```
! RIJCOSX wB97M-V def2-TZVPD def2/J DEFGRID3
* xyz 3 1
Ti 0.046 -0.339 0.596
O 4.742 -0.248 -4.763
N 4.685 -1.332 -4.224
O 5.328 -2.306 -4.517
C 3.693 -1.493 -3.127
C 3.262 -2.750 -2.909
C 2.270 -3.013 -1.913
C 1.794 -4.305 -1.630
C 0.856 -4.482 -0.642
C 0.388 -3.365 0.047
N 0.825 -2.137 -0.206
C 1.763 -1.948 -1.171
C 2.234 -0.616 -1.404
N 1.685 0.364 -0.638
C 2.095 1.610 -0.786
C 3.098 1.949 -1.697
C 3.655 0.981 -2.491
C 3.213 -0.358 -2.373
H 3.670 -3.561 -3.497
H 2.172 -5.152 -2.190
H 0.466 -5.459 -0.396
H -0.363 -3.464 0.821
H 1.610 2.370 -0.188
H 3.414 2.980 -1.773
H 4.421 1.234 -3.205
N 3.251 0.769 3.304
C 4.261 -0.207 3.542
C 5.316 0.096 4.382
C 6.285 -0.867 4.636
C 6.184 -2.120 4.056
C 5.117 -2.418 3.216
C 4.158 -1.454 2.955
S 2.853 -1.876 1.838
N 1.837 -0.480 1.893
C 2.145 0.580 2.581
C 1.106 1.647 2.616
C 1.211 2.836 3.304
C 0.084 3.651 3.411
C -1.104 3.244 2.841
C -1.118 2.068 2.106
N -0.029 1.307 1.970
H 3.340 1.630 3.818
H 5.387 1.076 4.839
H 7.114 -0.633 5.288
H 6.933 -2.873 4.255
H 5.043 -3.401 2.767
H 2.128 3.150 3.782
H 0.145 4.584 3.955
H -2.009 3.828 2.924
H -2.011 1.732 1.598
O -1.819 -2.270 -1.930
S -1.862 -0.956 -1.380
O -0.641 -0.113 -1.516
N -1.794 -0.923 0.250
C -2.600 -1.741 1.059
C -3.787 -2.348 0.747
C -4.445 -3.108 1.740
C -3.920 -3.247 2.994
C -2.671 -2.658 3.314
C -2.032 -2.768 4.564
C -0.806 -2.181 4.734
C -0.201 -1.515 3.663
N -0.761 -1.377 2.467
C -2.008 -1.924 2.318
C -3.312 -0.157 -1.909
C -3.985 -0.704 -2.999
C -5.164 -0.106 -3.416
C -5.658 1.001 -2.739
C -4.973 1.535 -1.650
C -3.786 0.963 -1.232
H -4.243 -2.245 -0.229
H -5.388 -3.576 1.495
H -4.443 -3.818 3.750
H -2.506 -3.316 5.369
H -0.277 -2.243 5.675
H 0.787 -1.107 3.799
H -3.608 -1.588 -3.496
H -5.703 -0.518 -4.257
H -6.589 1.449 -3.059
H -5.373 2.393 -1.127
H -3.230 1.390 -0.407
S -0.927 3.143 -0.659
C -1.542 3.489 -2.220
N -1.290 2.671 -3.245
C -1.683 2.949 -4.628
C -2.943 3.796 -4.628
C -2.738 5.018 -3.751
N -2.247 4.593 -2.437
H -0.726 1.866 -3.023
H -1.845 1.997 -5.131
H -0.871 3.468 -5.143
H -3.781 3.209 -4.248
H -3.187 4.103 -5.643
H -3.674 5.553 -3.601
H -2.024 5.710 -4.201
H -2.374 5.192 -1.637
*
```

This record from OMol25 describes one molecule with the formula C5H8O. The level of theory is wB97M-V/def2-TZVPD.

E_LUMO, eV: 1.1
SMILES: C1=COCCC1
Relative energy (zero: lowest compared OMol25 entry of this formula, charge and spin), kcal/mol: 21.7
Maximum force, eV Å⁻¹: 0.3
HOMO level, eV: -8.6195

Geometry as ORCA input:
```
! RIJCOSX wB97M-V def2-TZVPD def2/J DEFGRID3
* xyz 0 1
C 1.159 -0.657 0.550
C 0.374 -1.605 0.043
O -0.758 -1.352 -0.673
C -1.376 -0.123 -0.306
C -0.438 1.078 -0.388
C 0.936 0.804 0.264
H 2.023 -0.949 1.139
H 0.555 -2.670 0.159
H -2.222 -0.004 -0.988
H -1.761 -0.233 0.717
H -0.308 1.364 -1.436
H -0.934 1.920 0.109
H 1.723 1.141 -0.422
H 1.067 1.395 1.177
*
```

This record from OMol25 describes one molecule with the formula C6H7N3O in a non-equilibrium geometry. The level of theory is wB97M-V/def2-TZVPD.

E_LUMO, eV: 0.6
SMILES: CN1Cc2cncn2C1=O
Relative energy (zero: lowest compared OMol25 entry of this formula, charge and spin), kcal/mol: 21.1
Maximum force, eV Å⁻¹: 4.5
HOMO level, eV: -9.2583

Geometry as ORCA input:
```
! RIJCOSX wB97M-V def2-TZVPD def2/J DEFGRID3
* xyz 0 1
C 0.971 -1.074 -2.184
N 0.385 -0.665 -0.920
C 1.256 0.128 0.298
C 0.133 0.561 1.206
C -0.140 1.052 2.445
N -1.547 1.094 2.478
C -1.985 0.612 1.374
N -1.005 0.242 0.498
C -0.904 -0.332 -0.743
O -1.840 -0.498 -1.435
H 1.143 -0.155 -2.681
H 1.913 -1.736 -1.991
H 0.324 -1.574 -2.923
H 1.727 0.917 -0.201
H 1.932 -0.596 0.634
H 0.622 1.482 3.072
H -2.988 0.542 1.072
*
```

This record from OMol25 describes C35H72AsBBaN6O2SeSi as an isolated structure in a non-equilibrium geometry. The level of theory is wB97M-V/def2-TZVPD.

E_LUMO, eV: -1.0
Maximum force, eV Å⁻¹: 5.4
HOMO level, eV: -5.4500

Geometry as ORCA input:
```
! RIJCOSX wB97M-V def2-TZVPD def2/J DEFGRID3
* xyz 0 1
Ba -0.655 1.189 -0.481
C -3.508 2.068 0.400
C -2.506 2.476 1.494
N -1.260 3.111 1.091
C -1.293 4.176 0.105
C -0.557 4.034 -1.241
N -1.010 3.007 -2.164
C -2.430 2.791 -2.372
C -3.086 1.441 -1.998
N -3.154 1.065 -0.593
H -3.818 2.975 -0.126
H -4.397 1.729 0.935
H -2.243 1.600 2.087
H -3.110 3.135 2.132
H -0.670 3.316 1.881
H -0.873 5.079 0.552
H -2.338 4.419 -0.104
H 0.519 3.880 -1.070
H -0.665 5.033 -1.680
H -0.456 3.008 -3.006
H -2.650 2.909 -3.434
H -2.979 3.591 -1.869
H -2.567 0.627 -2.528
H -4.093 1.532 -2.422
H -3.621 0.181 -0.470
C -2.274 -1.019 4.583
C -1.695 -2.117 3.695
As -1.840 -1.628 1.803
C -1.316 -3.322 0.937
C -1.105 -4.534 1.837
C -3.802 -1.767 1.593
C -4.495 -2.959 2.241
H -2.146 -1.254 5.641
H -3.344 -0.890 4.402
H -1.786 -0.059 4.400
H -2.206 -3.063 3.869
H -0.637 -2.275 3.906
H -0.404 -3.094 0.387
H -2.070 -3.505 0.173
H -0.304 -4.366 2.558
H -0.822 -5.400 1.233
H -2.002 -4.804 2.396
H -3.947 -1.805 0.507
H -4.240 -0.828 1.946
H -4.077 -3.899 1.878
H -5.563 -2.964 2.013
H -4.392 -2.944 3.327
Se 3.167 4.342 -4.118
N 4.228 2.958 -4.412
C 3.587 1.902 -3.968
C 4.071 0.545 -4.025
C 3.261 -0.413 -3.543
C 1.978 -0.076 -2.961
N 1.502 1.124 -2.866
C 2.281 2.134 -3.395
N 1.868 3.382 -3.400
H 5.045 0.338 -4.446
H 3.558 -1.454 -3.550
H 1.344 -0.859 -2.550
C -1.541 -4.515 -3.021
C -2.345 -3.227 -3.176
C -3.823 -3.556 -3.270
O -2.117 -2.443 -1.988
B -1.080 -1.490 -2.204
O -0.859 -1.469 -3.606
C -1.807 -2.305 -4.303
C -1.087 -3.027 -5.428
C -2.871 -1.384 -4.888
H -1.865 -5.019 -2.109
H -0.477 -4.297 -2.923
H -1.690 -5.194 -3.864
H -4.103 -4.203 -2.437
H -4.049 -4.083 -4.200
H -4.437 -2.657 -3.220
H -0.212 -3.559 -5.060
H -0.755 -2.301 -6.172
H -1.751 -3.742 -5.922
H -3.430 -0.878 -4.100
H -3.576 -1.929 -5.519
H -2.375 -0.625 -5.496
C 3.807 -0.759 0.062
C 3.152 -0.750 1.451
C 2.095 -1.867 1.390
C 4.230 -1.150 2.463
Si 2.211 0.980 1.672
C 1.884 1.208 3.625
C 0.778 2.258 3.839
C 3.070 1.594 4.518
C 1.273 -0.085 4.174
C 3.499 2.414 1.154
C 3.465 2.546 -0.375
C 4.965 2.279 1.580
C 2.991 3.763 1.677
H 4.122 -1.779 -0.200
H 4.690 -0.121 0.008
H 3.099 -0.423 -0.700
H 2.572 -2.827 1.142
H 1.354 -1.654 0.612
H 1.559 -2.003 2.330
H 4.707 -2.090 2.149
H 3.826 -1.319 3.460
H 5.016 -0.399 2.546
H 1.014 3.236 3.420
H 0.588 2.397 4.913
H -0.157 1.900 3.391
H 3.428 2.604 4.312
H 3.913 0.915 4.401
H 2.771 1.571 5.576
H 0.454 -0.423 3.532
H 0.867 0.085 5.182
H 1.999 -0.894 4.251
H 3.935 1.702 -0.883
H 3.989 3.461 -0.695
H 2.433 2.608 -0.730
H 5.432 1.386 1.165
H 5.077 2.238 2.663
H 5.547 3.141 1.222
H 1.944 3.932 1.390
H 3.586 4.581 1.246
H 3.061 3.848 2.761
*
```